{"formula": "C30H84Br4F6N7O13S2", "method": "ωB97M-V/def2-TZVPD", "elements": ["C", "C", "C", "O", "C", "N", "H", "H", "H", "H", "H", "H", "H", "H", "H", "H", "H", "H", "C", "C", "C", "O", "C", "N", "H", "H", "H", "H", "H", "H", "H", "H", "H", "H", "H", "H", "C", "C", "C", "O", "C", "N", "H", "H", "H", "H", "H", "H", "H", "H", "H", "H", "H", "H", "C", "C", "C", "O", "C", "N", "H", "H", "H", "H", "H", "H", "H", "H", "H", "H", "H", "H", "C", "C", "C", "O", "C", "N", "H", "H", "H", "H", "H", "H", "H", "H", "H", "H", "H", "H", "C", "C", "C", "O", "C", "N", "H", "H", "H", "H", "H", "H", "H", "H", "H", "H", "H", "H", "C", "C", "C", "O", "C", "N", "H", "H", "H", "H", "H", "H", "H", "H", "H", "H", "H", "H", "C", "F", "F", "F", "S", "O", "O", "O", "C", "F", "F", "F", "S", "O", "O", "O", "Br", "Br", "Br", "Br"], "xyz": [[3.260, 3.533, 1.324], [4.319, 2.517, 1.689], [4.889, 1.845, 0.455], [6.001, 1.029, 0.770], [6.516, 0.402, -0.387], [5.508, 3.196, 2.394], [5.994, 2.529, 2.992], [6.085, 3.571, 1.641], [5.219, 3.959, 3.006], [2.389, 2.954, 1.019], [3.755, 4.174, 0.595], [2.922, 4.043, 2.228], [4.043, 1.778, 2.445], [5.162, 2.628, -0.265], [4.146, 1.134, 0.079], [7.420, -0.083, -0.021], [6.773, 1.035, -1.241], [5.849, -0.370, -0.786], [-5.405, -1.137, -0.197], [-6.061, -0.553, 1.087], [-7.249, 0.335, 0.769], [-8.242, -0.420, 0.118], [-9.578, 0.037, 0.154], [-6.622, -1.771, 1.836], [-7.247, -2.281, 1.216], [-5.805, -2.304, 2.167], [-7.178, -1.355, 2.580], [-6.151, -1.552, -0.871], [-4.748, -1.955, 0.107], [-4.796, -0.345, -0.632], [-5.184, -0.172, 1.606], [-6.952, 1.148, 0.106], [-7.549, 0.752, 1.743], [-9.727, 0.747, -0.666], [-9.854, 0.500, 1.103], [-10.187, -0.833, -0.085], [4.219, -2.515, -7.882], [5.285, -2.442, -6.782], [4.706, -2.554, -5.375], [5.322, -1.544, -4.608], [4.689, -1.356, -3.351], [6.245, -3.575, -7.084], [7.190, -3.517, -6.701], [5.766, -4.459, -6.923], [6.455, -3.531, -8.085], [4.628, -2.172, -8.836], [3.331, -1.910, -7.681], [3.808, -3.511, -8.074], [5.826, -1.514, -6.948], [4.945, -3.493, -4.846], [3.622, -2.501, -5.348], [5.065, -2.097, -2.642], [3.608, -1.315, -3.491], [4.924, -0.401, -2.873], [-2.386, -1.176, 5.406], [-2.056, -0.746, 6.822], [-2.534, -1.752, 7.908], [-1.451, -2.363, 8.548], [-1.893, -3.186, 9.612], [-0.546, -0.631, 6.891], [-0.043, -1.522, 6.850], [-0.100, -0.200, 6.070], [-0.249, -0.144, 7.733], [-2.307, -0.362, 4.685], [-3.397, -1.577, 5.435], [-1.745, -1.948, 4.973], [-2.417, 0.259, 7.027], [-3.314, -2.414, 7.525], [-3.039, -1.088, 8.625], [-2.221, -2.670, 10.523], [-1.040, -3.751, 9.985], [-2.717, -3.848, 9.341], [-0.016, -5.767, -3.626], [0.998, -5.146, -2.675], [2.337, -4.726, -3.303], [2.999, -3.783, -2.496], [3.674, -4.307, -1.377], [0.320, -3.889, -2.180], [0.920, -3.452, -1.471], [0.120, -3.196, -2.908], [-0.548, -4.096, -1.672], [-0.788, -6.283, -3.059], [0.464, -6.462, -4.318], [-0.477, -4.991, -4.238], [1.204, -5.672, -1.743], [2.114, -4.257, -4.264], [2.932, -5.615, -3.542], [3.148, -5.125, -0.876], [3.906, -3.548, -0.635], [4.603, -4.769, -1.745], [-1.274, 0.321, 2.059], [-1.082, 0.083, 0.584], [0.340, 0.322, 0.118], [0.336, 0.182, -1.284], [1.567, -0.182, -1.874], [-1.571, -1.254, 0.106], [-1.652, -1.392, -0.901], [-0.987, -2.033, 0.421], [-2.522, -1.493, 0.393], [-0.553, -0.082, 2.763], [-2.278, -0.013, 2.345], [-1.405, 1.395, 2.218], [-1.724, 0.741, -0.007], [0.992, -0.474, 0.509], [0.735, 1.247, 0.559], [2.318, 0.342, -1.256], [1.635, 0.236, -2.876], [1.782, -1.250, -1.782], [-0.718, 4.571, 1.473], [-0.615, 5.902, 2.194], [0.570, 6.781, 1.804], [0.586, 7.989, 2.532], [0.155, 9.092, 1.763], [-1.944, 6.634, 2.059], [-2.071, 6.794, 1.057], [-2.719, 6.098, 2.452], [-1.986, 7.510, 2.582], [-0.532, 4.848, 0.425], [-1.617, 3.974, 1.358], [0.134, 3.965, 1.778], [-0.543, 5.732, 3.270], [0.614, 6.948, 0.722], [1.467, 6.191, 2.002], [-0.889, 8.976, 1.441], [0.824, 9.195, 0.906], [0.132, 10.052, 2.276], [-0.445, 0.084, -5.680], [-1.639, -0.440, -5.851], [-0.157, 1.044, -6.580], [-0.438, 0.728, -4.501], [0.949, -1.196, -5.607], [2.160, -0.415, -5.399], [0.548, -2.059, -4.503], [0.969, -1.767, -6.946], [-3.980, 3.187, 0.251], [-3.385, 2.407, 1.156], [-5.281, 2.843, 0.277], [-3.981, 4.508, 0.563], [-3.337, 2.862, -1.523], [-3.892, 1.551, -1.786], [-3.843, 3.947, -2.350], [-1.890, 2.866, -1.460], [1.220, -3.563, 0.766], [-2.949, -2.874, -2.495], [1.530, 1.153, 4.401], [-3.468, -2.919, 2.699]], "forces_ev_per_a": [[0.545, -0.804, 1.018], [0.515, -0.863, 0.892], [-0.124, -0.963, 0.317], [-0.027, 1.225, 0.038], [0.632, -1.068, 0.078], [-0.477, 0.393, -0.291], [0.378, -0.159, -0.440], [0.587, -0.029, 0.406], [-0.210, 0.043, -0.108], [0.061, 0.289, -0.701], [-0.872, 0.351, -0.258], [0.172, 0.295, -0.076], [-0.702, -0.017, -0.277], [-0.079, -0.191, -0.304], [-0.465, 0.673, -0.414], [0.045, -0.101, -0.322], [-0.083, 0.558, 0.361], [-0.189, 0.047, 0.296], [-0.181, 0.076, 0.959], [0.381, -1.994, -2.645], [0.430, 0.788, 0.287], [0.402, -0.927, 0.825], [0.178, 0.233, -0.782], [0.176, 1.840, -0.052], [0.147, -0.107, -0.122], [0.404, -0.575, 0.375], [0.022, -0.677, 0.439], [0.092, 0.266, -0.259], [0.091, 0.011, -0.131], [-0.187, -0.120, -0.477], [-0.687, 0.469, 0.810], [0.266, 0.147, 0.217], [-0.696, 0.177, -0.183], [-0.086, 0.215, 0.195], [0.005, -0.131, 0.077], [-0.143, 0.046, 0.298], [-0.228, -0.068, -0.503], [-1.422, -0.023, -0.571], [0.860, -0.029, 1.112], [0.118, 0.849, -0.122], [-0.129, 0.237, 0.366], [0.529, 0.331, -1.176], [-0.354, -0.158, 0.951], [0.343, -0.172, 0.288], [-0.407, -0.134, -0.124], [0.084, 0.032, 0.027], [0.183, 0.185, 0.353], [0.175, -0.171, 0.348], [0.167, 0.003, 0.568], [0.059, -0.425, -0.567], [-0.234, 0.455, -0.328], [-0.545, -0.388, -0.051], [-0.032, -0.530, 0.210], [0.477, 0.258, -0.754], [-0.369, 0.136, -0.041], [1.227, -1.066, -0.882], [-0.399, 2.046, 0.434], [-0.304, -0.379, -0.058], [0.320, -0.458, 1.020], [0.672, -0.215, -0.026], [-0.621, -0.389, 0.593], [-0.241, 1.095, -0.395], [0.231, -0.022, -0.047], [-0.258, 0.143, 0.155], [-0.014, 0.080, -0.495], [-0.007, -0.268, 0.450], [-0.098, -0.047, 0.049], [0.414, -0.402, -0.194], [-0.179, -0.361, 0.299], [-0.156, 0.724, -0.417], [0.029, -0.254, -0.487], [0.178, -0.117, -0.354], [0.575, -0.449, -0.108], [-0.503, 1.235, 0.169], [-0.801, -0.009, -0.246], [-0.226, 0.362, -0.179], [0.888, -1.312, -0.244], [0.394, -0.057, 0.138], [0.136, 0.104, 0.346], [-0.184, -0.052, -0.412], [-0.198, 0.050, -0.395], [-0.078, -0.010, -0.132], [-0.027, -0.188, 0.132], [-0.034, 0.056, 0.093], [-0.218, -0.477, -0.184], [0.048, 0.320, 0.089], [0.164, -0.095, 0.354], [-0.287, 0.350, 0.052], [-0.275, 0.175, -0.224], [0.240, 0.141, 0.119], [-1.483, 0.338, 0.274], [-0.353, 0.317, -0.923], [0.313, -1.896, -0.161], [-0.575, 0.478, -0.320], [0.468, 1.014, 1.325], [0.210, -0.689, 0.631], [0.184, 0.397, -0.989], [0.332, -0.251, 0.352], [-0.055, 0.128, 0.590], [0.250, -0.090, -0.307], [0.137, -0.509, -0.002], [0.701, 0.091, -0.002], [0.124, 0.379, 0.231], [-0.117, -0.039, 0.356], [-0.187, 0.440, -0.528], [0.478, -0.154, -0.302], [-0.243, -0.444, -0.137], [-0.153, -0.049, -0.319], [1.373, 0.835, -1.860], [-0.891, -0.757, 1.770], [-0.241, -0.155, -0.466], [-0.089, -0.113, 0.485], [-0.235, 0.328, -0.745], [0.290, 0.213, -0.070], [-0.627, 0.109, 0.039], [0.036, -0.500, -0.515], [0.469, 0.221, -0.270], [0.136, -0.443, -0.174], [-0.251, 0.249, 0.990], [-0.224, -0.252, 0.103], [0.071, 0.082, 0.051], [-0.282, 0.167, -0.056], [0.022, 0.078, 0.364], [0.127, -0.147, -0.393], [-0.296, 0.126, -0.191], [0.509, -0.381, 0.667], [1.411, 0.323, 1.106], [0.053, 0.022, -0.566], [-0.447, -0.670, -0.447], [-0.156, -0.132, 0.351], [-0.372, 0.578, -1.157], [0.003, 0.078, 0.821], [0.354, 0.018, -0.337], [-0.354, -0.580, 0.381], [-1.151, -0.573, -2.502], [0.411, 0.754, 0.600], [-0.108, 0.025, 0.241], [0.844, -0.074, 0.904], [0.381, -0.057, -2.052], [-0.250, 0.345, 0.773], [-0.369, -0.329, 1.288], [0.232, 0.267, 1.348], [-0.131, 0.343, 0.260], [0.397, -0.012, 0.391], [-0.064, 0.116, 0.212], [-0.618, 0.374, -0.154]], "fmax_ev_per_a": 3.33, "spin_multiplicity": 1, "total_charge": 1, "e_lumo_ev": -2.61, "homo_ha": -0.283}



{"formula": "C30H84F3O15", "method": "ωB97M-V/def2-TZVPD", "elements": ["C", "O", "O", "C", "F", "F", "F", "C", "C", "H", "H", "H", "H", "H", "H", "C", "C", "O", "H", "H", "H", "H", "H", "H", "C", "C", "O", "H", "H", "H", "H", "H", "H", "C", "C", "O", "H", "H", "H", "H", "H", "H", "C", "C", "O", "H", "H", "H", "H", "H", "H", "C", "C", "O", "H", "H", "H", "H", "H", "H", "C", "C", "O", "H", "H", "H", "H", "H", "H", "C", "C", "O", "H", "H", "H", "H", "H", "H", "C", "C", "O", "H", "H", "H", "H", "H", "H", "C", "C", "O", "H", "H", "H", "H", "H", "H", "C", "C", "O", "H", "H", "H", "H", "H", "H", "C", "C", "O", "H", "H", "H", "H", "H", "H", "C", "C", "O", "H", "H", "H", "H", "H", "H", "C", "C", "O", "H", "H", "H", "H", "H", "H"], "xyz": [[0.581, 0.590, -0.936], [-0.371, 1.581, -0.386], [1.792, 1.244, -1.331], [0.622, -0.845, -0.123], [0.535, -0.695, 1.184], [-0.376, -1.664, -0.385], [1.775, -1.380, -0.454], [-1.698, 1.045, -0.047], [-2.538, 2.098, 0.587], [-2.443, 3.107, 0.185], [-3.607, 1.881, 0.586], [-2.262, 2.352, 1.610], [-1.767, 0.117, 0.520], [-2.162, 0.848, -1.014], [0.174, 0.290, -1.901], [8.562, -1.766, -6.813], [7.792, -1.742, -5.499], [7.129, -0.480, -5.493], [7.990, -1.684, -7.738], [9.160, -2.663, -6.972], [9.282, -0.958, -6.684], [8.385, -1.926, -4.603], [7.000, -2.486, -5.413], [6.340, -0.598, -4.958], [-5.713, -5.666, -3.435], [-5.998, -5.041, -2.093], [-7.383, -5.156, -1.903], [-6.327, -6.552, -3.602], [-4.675, -5.899, -3.670], [-6.172, -5.090, -4.238], [-5.652, -4.015, -1.974], [-5.473, -5.509, -1.260], [-7.535, -5.997, -1.465], [8.494, 0.505, 4.079], [8.142, 0.091, 2.662], [8.569, 1.005, 1.686], [8.444, -0.443, 4.614], [7.806, 1.303, 4.359], [9.544, 0.782, 4.167], [7.060, -0.026, 2.591], [8.698, -0.811, 2.408], [9.481, 0.804, 1.465], [-1.790, -8.694, 1.947], [-1.766, -10.193, 1.751], [-2.194, -10.923, 2.793], [-1.528, -8.270, 2.917], [-2.845, -8.437, 1.847], [-1.151, -8.131, 1.267], [-0.733, -10.527, 1.650], [-2.497, -10.502, 1.004], [-1.616, -10.777, 3.545], [1.330, 3.527, 5.996], [1.070, 4.701, 5.045], [1.669, 4.269, 3.855], [2.362, 3.181, 6.065], [0.784, 2.660, 5.626], [0.908, 3.694, 6.987], [1.416, 5.665, 5.418], [0.022, 4.962, 4.893], [1.050, 3.583, 3.595], [-3.837, 9.513, 2.896], [-5.158, 10.006, 2.306], [-5.201, 11.361, 2.284], [-3.692, 9.947, 3.885], [-3.061, 9.745, 2.166], [-4.058, 8.449, 2.976], [-6.074, 9.725, 2.827], [-5.338, 9.652, 1.291], [-4.506, 11.710, 1.721], [3.209, 2.947, -9.295], [3.073, 3.859, -8.041], [4.189, 4.515, -7.767], [3.934, 2.149, -9.137], [3.373, 3.460, -10.243], [2.234, 2.460, -9.324], [2.932, 3.310, -7.110], [2.264, 4.569, -8.213], [4.296, 5.346, -8.234], [0.084, 6.576, -3.428], [1.362, 7.263, -3.582], [2.278, 6.522, -2.799], [0.060, 5.580, -3.872], [-0.548, 7.198, -4.062], [-0.371, 6.566, -2.438], [1.274, 8.276, -3.189], [1.656, 7.336, -4.629], [1.853, 5.825, -2.294], [-5.987, 5.595, 8.618], [-5.907, 4.978, 7.212], [-7.014, 5.546, 6.502], [-6.795, 5.203, 9.236], [-6.083, 6.678, 8.550], [-5.127, 5.274, 9.205], [-6.142, 3.914, 7.237], [-5.005, 5.147, 6.624], [-7.768, 5.190, 6.977], [2.487, -5.102, 7.831], [3.455, -6.232, 8.198], [2.854, -7.198, 9.074], [1.603, -5.612, 7.447], [2.830, -4.403, 7.068], [2.224, -4.600, 8.762], [4.297, -5.772, 8.716], [3.897, -6.824, 7.397], [2.705, -6.832, 9.949], [-8.290, 0.838, -3.016], [-8.803, 0.551, -1.641], [-9.854, -0.449, -1.780], [-8.928, 1.421, -3.681], [-7.960, -0.069, -3.524], [-7.346, 1.381, -2.986], [-9.256, 1.387, -1.107], [-8.114, 0.053, -0.959], [-9.410, -1.300, -1.793], [5.050, -7.739, 1.346], [6.421, -7.742, 0.656], [6.190, -8.577, -0.402], [5.195, -7.108, 2.223], [4.784, -8.764, 1.605], [4.126, -7.430, 0.857], [7.342, -7.833, 1.232], [6.509, -6.778, 0.155], [6.599, -9.428, -0.232], [-1.544, -2.055, -7.054], [-2.393, -0.942, -6.681], [-1.686, 0.271, -6.354], [-0.739, -1.760, -7.728], [-2.191, -2.759, -7.577], [-1.071, -2.584, -6.227], [-3.100, -1.164, -5.882], [-2.976, -0.602, -7.537], [-1.005, 0.027, -5.722]], "forces_ev_per_a": [[2.459, 1.925, -2.462], [-0.693, -1.734, 1.670], [-3.167, -2.277, 2.437], [0.616, 4.473, -0.969], [0.678, 0.193, 2.052], [-1.034, -1.389, -1.301], [0.638, -1.398, 0.131], [0.899, 0.761, -1.807], [-0.187, 1.607, 1.181], [0.156, -0.193, -0.947], [-0.013, -0.333, -0.040], [0.106, -0.656, 0.445], [0.619, 0.031, 0.201], [-0.191, -0.442, -0.290], [-0.947, -0.571, -0.311], [0.906, -0.507, 0.627], [-1.278, -0.247, -0.812], [0.166, 0.047, 0.426], [-0.381, 0.479, 0.421], [0.049, -0.243, 0.407], [-0.021, 0.214, -0.608], [0.587, 0.408, -0.102], [0.057, -0.501, -0.451], [-0.094, 0.364, 0.100], [-0.107, -0.152, -0.979], [0.700, -0.474, 0.162], [-0.934, 0.536, 0.681], [0.306, -0.586, 0.729], [-0.002, 0.186, 0.068], [0.486, 0.747, -0.003], [-0.454, 0.289, -0.546], [0.166, -0.553, -0.078], [-0.159, 0.035, -0.032], [0.156, -0.620, -0.670], [0.983, -0.162, -0.098], [-0.181, 1.032, -0.580], [-0.616, 0.329, 0.795], [0.274, -0.193, 0.630], [-0.051, 0.437, -0.141], [0.110, -0.209, -0.283], [-0.608, -0.714, 0.332], [-0.057, 0.104, 0.012], [-0.933, 0.717, 0.021], [1.590, 0.784, -0.962], [-1.674, -1.536, 3.497], [0.297, -0.745, 0.419], [0.035, 0.627, -0.303], [-0.309, -0.216, -0.449], [0.248, 0.110, -1.481], [0.810, 0.311, -0.924], [-0.063, -0.046, 0.180], [-1.282, 0.092, 0.723], [0.415, -0.509, 1.021], [-0.172, 0.852, -0.824], [0.099, 0.636, -0.091], [-0.126, -0.090, -0.191], [0.200, 0.095, 0.282], [1.003, -0.138, -0.216], [-0.485, -0.643, 0.065], [0.360, -0.294, -0.799], [-1.857, -0.627, -0.450], [-0.091, -0.994, -0.201], [-0.305, 3.149, -0.006], [0.235, -0.002, -0.183], [0.290, -0.207, 0.383], [0.985, -0.316, 0.172], [0.311, -0.413, 0.551], [0.373, -0.602, -0.245], [0.058, 0.006, -0.018], [-1.100, -0.339, 1.279], [-1.690, -1.458, -1.451], [4.141, 2.550, 0.919], [0.225, 0.236, -0.051], [0.123, 0.206, 0.202], [-0.123, -0.259, -0.500], [-0.868, -0.595, -0.382], [-0.574, -0.194, 0.128], [-0.132, -0.145, -0.141], [-2.401, 0.404, -1.556], [0.693, -0.794, 1.641], [1.773, 0.588, -0.192], [0.212, -0.079, 0.195], [-0.951, -0.222, -0.028], [0.413, 0.026, 0.117], [0.189, 0.251, 0.042], [0.307, -0.250, -0.013], [-0.214, 0.023, -0.193], [1.146, -0.740, 0.071], [-1.685, 0.226, 0.546], [0.035, 0.041, -0.574], [-0.513, -0.036, -0.497], [0.240, -0.093, 0.079], [0.418, 0.474, 0.024], [0.729, -0.308, 0.234], [-0.009, 0.219, 0.356], [-0.360, 0.220, -0.244], [-0.233, -1.343, -0.135], [0.462, 0.412, 0.887], [-0.065, -0.072, -0.441], [-0.271, 0.309, -0.048], [0.242, -0.033, 0.214], [-0.062, 0.270, -0.171], [0.312, -0.029, 0.065], [-0.441, 0.237, -0.310], [0.054, 0.251, -0.068], [1.664, 0.583, -0.400], [-1.305, -1.564, 0.095], [-0.291, 0.382, 0.245], [-0.390, -0.252, 0.298], [-0.498, -0.281, 0.017], [0.085, 0.424, 0.275], [0.112, 0.141, -0.265], [0.734, 0.630, -0.189], [-0.099, -0.084, -0.077], [0.817, 0.069, 2.081], [-2.558, 2.462, -0.683], [1.366, -2.449, -2.146], [-0.623, -0.169, 0.528], [0.345, -0.129, 0.597], [0.755, 0.610, -0.894], [-0.304, -0.726, 0.355], [0.295, 0.501, 0.337], [-0.097, -0.169, -0.176], [0.928, -1.676, -0.543], [-0.877, 2.782, 0.179], [0.046, -0.583, 0.098], [-0.116, 0.132, -0.137], [0.203, -0.359, -0.073], [-0.094, 0.077, 0.205], [-0.022, -0.266, 0.135], [-0.236, -0.298, -0.096], [0.176, 0.216, 0.260]], "fmax_ev_per_a": 4.95, "spin_multiplicity": 1, "total_charge": -1, "e_lumo_ev": 1.78, "homo_ha": -0.118}